No. 1
The following is a quantum chemistry calculation of a cluster of 2 separate species, C5H12NO in total, from the OMol25 dataset.

```
19
Properties=species:S:1:pos:R:3:forces:R:3:nbo_charge:R:1
C -0.282 0.688 2.094 -0.16 -0.40 -0.14 -0.06
O -0.210 -0.642 1.483 0.01 0.24 0.40 -0.78
C -0.645 1.706 1.040 -0.04 -0.25 0.12 -0.64
H -1.046 0.642 2.869 0.05 0.11 0.06 0.19
H 0.687 0.900 2.542 -0.01 0.09 0.04 0.19
H -0.114 -1.278 2.205 -0.03 -0.03 -0.32 0.51
H -1.616 1.484 0.595 -0.01 -0.03 0.02 0.21
H -0.727 2.679 1.520 0.12 0.09 -0.14 0.25
H 0.112 1.734 0.256 0.03 0.19 0.01 0.21
C 1.037 -0.783 -1.820 0.09 -0.04 0.38 -0.08
C 2.124 -0.806 -1.063 -0.23 0.03 -0.24 -0.29
C -1.343 -0.772 -1.821 0.27 -0.03 -0.12 0.10
N -0.238 -0.818 -1.189 -0.48 -0.07 0.03 -0.42
H 1.005 -0.741 -2.899 0.07 0.01 -0.02 0.23
H 2.028 -0.852 0.013 0.15 0.00 0.04 0.22
H 3.104 -0.774 -1.515 0.03 -0.02 0.05 0.24
H -2.276 -0.791 -1.276 0.00 -0.01 0.03 0.23
H -1.321 -0.715 -2.904 -0.14 0.01 0.00 0.22
H -0.280 -0.861 -0.131 0.29 0.10 -0.21 0.48
```
Forces are in eV/Å.

Results
multiplicity = 1
Kohn-Sham gap = 10.0 eV
total charge = +1
ΔE to the lowest compared entry with this formula, charge and spin = 26.5 kcal/mol

---

No. 2
The following is a quantum chemistry calculation of the ion C3H7NO2S with charge +1 at a distorted geometry, from the OMol25 dataset.

```
14
Properties=species:S:1:pos:R:3:forces:R:3:mulliken_spin:R:1
C -0.145 -0.508 -0.548 1.21 -0.86 -1.29 0.06
C -1.646 -0.166 -0.319 -0.92 -0.12 0.54 0.00
S -2.352 0.678 -1.696 0.14 0.13 -0.48 0.75
N 0.682 -0.486 0.603 -1.05 0.61 -0.47 0.16
C 1.804 0.328 0.621 -0.37 -0.49 1.24 -0.02
O 2.425 0.162 1.816 0.18 -0.07 -1.06 0.00
O 2.121 1.030 -0.287 0.37 0.18 -0.29 0.03
H -0.078 -1.504 -1.004 -0.48 -0.08 0.17 0.01
H 0.293 0.100 -1.349 0.08 0.35 0.58 -0.01
H -1.816 0.368 0.610 0.02 0.13 0.03 0.00
H -2.220 -1.099 -0.306 0.14 -0.04 0.26 0.04
H -2.838 1.828 -1.177 0.22 -0.07 0.27 -0.01
H 0.403 -1.005 1.422 0.34 -0.02 0.05 -0.01
H 3.366 0.276 1.614 0.14 0.36 0.47 0.00
```
Forces are in eV/Å.

Results
multiplicity = 2
Kohn-Sham gap (alpha / beta) = 11.1 / 5.0 eV
total charge = +1
⟨S²⟩ = 0.755
ΔE to the lowest compared entry with this formula, charge and spin = 8.1 kcal/mol

---

No. 3
The following is a quantum chemistry calculation of a structure of composition C17H21AlBr3CaF12Mg2N3O8S2 at a distorted geometry, from the OMol25 dataset.

```
70
Properties=species:S:1:pos:R:3:forces:R:3:nbo_charge:R:1
C 0.915 3.877 -1.761 -2.93 -2.43 2.83 -0.04
C 0.210 3.208 -0.881 1.31 2.05 -2.56 0.08
C -0.647 2.429 0.250 2.47 1.35 -0.51 -0.53
C 0.387 1.662 1.211 2.74 -1.92 2.18 0.12
C 1.736 2.226 1.701 -2.51 0.73 -2.01 -0.02
N 2.739 1.611 2.536 -2.13 1.09 -1.47 -0.40
S 4.222 2.435 2.981 0.24 2.25 7.59 2.04
O 3.834 3.761 3.588 0.83 -3.49 -3.73 -0.78
O 5.009 1.661 4.001 -2.12 0.80 -4.32 -0.80
C 5.241 2.627 1.408 -1.87 -1.07 -3.53 0.74
F 6.582 3.152 1.657 -2.32 -1.33 -0.67 -0.40
F 5.263 1.328 0.790 0.67 3.84 1.71 -0.30
F 4.532 3.490 0.496 2.54 -2.29 2.68 -0.29
N 2.542 0.376 3.043 -3.91 -2.39 -1.03 -0.26
C 1.332 -0.254 2.714 0.09 -0.74 0.31 0.26
C 1.191 -1.710 3.427 1.44 0.30 -0.68 -0.44
C 1.571 -2.877 2.350 0.97 -0.22 1.45 -0.44
C 2.934 -2.548 1.550 -2.14 0.38 -1.82 -0.11
O 4.125 -2.413 2.409 -1.72 0.42 -0.60 -0.64
C 0.125 0.178 1.808 3.00 2.37 0.05 -0.49
S -1.405 -0.716 1.385 -4.12 4.01 4.33 1.94
O -2.560 0.216 1.735 3.91 -2.46 -1.99 -0.80
O -1.680 -2.025 2.116 1.89 0.36 -1.51 -1.12
C -1.618 -1.093 -0.448 -2.43 -0.74 -2.61 0.41
F -2.617 -0.252 -1.049 3.50 -2.34 1.97 -0.25
F -2.174 -2.441 -0.536 1.48 2.60 0.49 -0.34
C -0.247 -1.124 -1.286 0.42 -0.43 -3.61 0.93
F -0.512 -1.921 -2.456 1.07 2.22 3.47 -0.30
F 0.777 -1.806 -0.571 -2.34 1.87 -1.41 -0.33
F 0.152 0.143 -1.765 -0.86 -3.60 2.06 -0.27
H 1.384 4.265 -2.739 -1.01 -0.57 2.25 0.31
H -1.157 3.241 0.881 0.28 -0.99 -0.99 0.37
H -1.365 1.746 -0.318 0.93 1.14 1.09 0.30
H 1.978 3.304 1.342 -0.45 -1.75 0.71 0.32
H 0.173 -1.862 3.922 1.43 0.34 -0.91 0.21
H 1.974 -1.831 4.277 -1.37 0.65 -1.37 0.25
H 0.702 -3.138 1.648 1.38 0.66 0.68 0.17
H 1.805 -3.818 2.995 -0.54 1.38 -1.16 0.24
H 3.164 -3.403 0.806 -0.65 1.52 1.48 0.24
H 2.857 -1.595 0.895 0.07 -1.43 1.40 0.23
H 3.891 -2.167 3.340 0.51 -0.44 -0.42 0.55
O -2.186 -3.332 -4.308 -0.19 -0.25 -0.44 -0.70
H -1.809 -2.907 -3.543 0.14 0.30 0.40 0.40
Mg -1.985 -3.199 4.090 -0.17 -0.19 -0.18 0.46
Br 5.299 -3.863 1.539 1.59 -0.77 0.48 0.26
O -2.339 2.944 -2.381 1.03 0.58 0.86 -0.56
H -2.432 2.047 -2.702 -0.07 -0.66 -0.51 0.41
O 1.646 5.514 0.584 0.61 -1.99 -0.18 -0.60
H 1.480 6.463 0.557 -0.98 0.89 -0.45 0.49
Br -1.376 -0.125 -5.393 -0.11 -0.09 0.16 -0.01
C -1.793 -1.465 -6.750 0.22 -0.35 -0.20 -0.43
C -1.583 -0.918 -8.140 -0.24 0.12 -0.17 -0.46
Br -3.041 0.265 -8.661 0.15 0.01 0.06 0.01
H -2.814 -1.798 -6.565 0.18 0.11 -0.02 0.25
H -1.106 -2.291 -6.553 -0.14 0.13 0.01 0.24
H -1.595 -1.725 -8.875 0.02 0.02 0.18 0.24
H -0.658 -0.350 -8.246 -0.13 -0.11 0.08 0.23
Ca -1.494 -4.932 1.456 -1.37 0.09 0.21 1.56
F -2.247 7.177 -1.416 0.74 0.04 1.90 -0.79
Al -1.768 7.364 0.283 -0.83 0.56 -0.23 2.20
F -0.056 7.858 0.365 -1.14 -0.79 -0.03 -0.80
F -1.968 5.808 1.130 0.48 1.09 -0.79 -0.81
F -2.781 8.597 1.058 1.29 -1.51 -0.82 -0.78
Mg 7.380 5.054 1.358 0.24 0.64 -0.02 0.85
C -6.855 -6.783 2.010 0.90 0.13 -0.13 -0.73
C -5.394 -6.505 1.814 3.00 0.56 -0.42 0.46
N -4.239 -6.286 1.659 -3.46 -0.33 0.49 -0.56
H -6.992 -7.797 2.390 0.14 0.09 -0.05 0.29
H -7.275 -6.073 2.726 0.16 -0.02 -0.07 0.28
H -7.382 -6.684 1.059 0.17 0.02 0.04 0.29
```
Forces are in eV/Å.

Results
multiplicity = 1
Kohn-Sham gap = 1.4 eV
total charge = +2

---

No. 4
The following is a quantum chemistry calculation of a structure of composition C38H52N2O2P2Pb at a distorted geometry, from the OMol25 dataset.

```
97
Properties=species:S:1:pos:R:3:forces:R:3:mulliken_charge:R:1
Pb 0.859 -0.739 -1.544 0.15 8.48 5.63 0.49
C 0.654 3.081 -1.809 -0.20 -0.07 -0.24 0.74
C -0.523 2.523 -2.390 0.41 -0.06 0.01 0.54
C -1.093 3.397 -0.338 -0.05 0.14 -0.03 0.77
C 0.292 3.650 -0.557 -0.12 0.06 0.30 0.59
C -1.592 2.694 -1.468 0.10 0.03 0.17 0.54
C 2.012 3.110 -2.390 0.37 -0.13 -0.16 -1.71
H 2.123 2.386 -3.208 -0.04 0.24 0.22 0.18
H 2.768 2.885 -1.621 -0.21 0.08 -0.22 0.44
H 2.252 4.107 -2.796 -0.08 -0.22 0.14 0.39
C 1.180 4.382 0.358 0.41 0.06 -0.19 -1.11
H 2.198 4.415 -0.041 -0.17 0.09 0.15 0.41
H 1.196 3.892 1.344 -0.13 0.02 -0.14 0.15
H 0.831 5.415 0.502 -0.04 -0.17 0.01 0.36
C -1.866 3.842 0.836 -0.16 -0.17 0.39 -1.42
H -2.176 4.896 0.744 0.11 -0.22 -0.04 0.37
H -1.260 3.749 1.748 -0.08 0.06 -0.19 0.25
H -2.768 3.231 0.964 0.16 0.22 0.03 0.36
C -2.972 2.218 -1.685 -0.43 0.05 0.12 -1.44
H -3.383 2.620 -2.625 0.09 -0.14 0.21 0.35
H -3.625 2.532 -0.863 0.06 -0.11 -0.24 0.46
H -3.009 1.118 -1.754 0.08 0.24 -0.06 0.13
C -0.655 1.910 -3.730 -0.01 -0.03 -0.50 -0.88
H -1.454 2.405 -4.304 0.21 -0.10 0.13 0.47
H -0.921 0.841 -3.674 0.05 0.40 0.05 -0.12
H 0.276 2.003 -4.302 -0.25 -0.08 0.08 0.39
C 2.694 -1.686 -1.475 1.66 -1.39 1.56 -0.28
C 2.932 -1.716 -2.902 4.24 -2.07 -3.14 -1.27
C 2.285 -0.889 -3.965 -0.23 0.17 -0.83 -0.46
C 0.931 -1.572 -4.364 0.70 1.37 -0.27 -1.18
C -0.014 -1.680 -3.187 -2.97 -3.95 -1.87 0.06
C 0.081 -2.595 -2.077 -1.56 -3.75 -2.93 0.01
C 1.146 -3.640 -1.813 0.60 -0.63 0.29 -1.07
C 2.341 -3.096 -0.977 0.11 -0.37 0.16 -0.86
H 2.947 -0.858 -4.846 -0.44 0.04 0.20 0.76
H 1.147 -2.561 -4.805 -0.16 0.23 0.46 0.40
H 2.133 0.167 -3.659 0.00 -0.47 -0.30 -0.08
H 3.203 -3.773 -1.079 -0.14 0.10 -0.01 0.63
H 3.418 -1.140 -0.850 -0.15 -0.19 -0.13 0.87
H 2.946 -2.755 -3.266 -0.74 0.32 0.23 0.36
H 2.066 -3.083 0.085 0.06 0.04 -0.29 0.26
H 0.689 -4.463 -1.245 0.05 0.23 -0.19 0.49
H -0.894 -2.834 -1.634 0.60 0.57 0.06 -0.20
H 1.504 -4.082 -2.754 -0.11 0.14 0.16 0.32
H 0.455 -0.966 -5.148 -0.02 -0.21 0.21 0.42
H -1.042 -1.359 -3.411 0.47 -0.01 0.23 0.69
P 5.153 -2.019 -3.766 -1.98 0.91 1.57 0.24
C 5.881 -2.704 -2.236 0.12 -0.68 -0.15 -0.80
C 5.710 -0.290 -3.498 0.02 0.38 -0.60 -0.78
P -3.718 -2.965 -1.679 -1.45 1.77 1.56 0.65
C -2.948 -1.893 -0.549 -0.65 -1.29 0.04 -0.60
C -5.309 -2.080 -1.993 0.21 0.11 -0.78 -1.12
C -4.307 -4.424 -0.702 1.23 -1.23 0.19 -1.05
H 5.201 -2.576 -1.386 0.34 0.05 -0.03 0.16
H 6.845 -2.213 -2.050 -0.27 -0.23 0.12 0.42
H 6.052 -3.774 -2.412 0.02 0.19 0.35 0.31
H 5.776 0.180 -4.488 0.07 0.17 0.37 0.31
H 6.704 -0.296 -3.033 -0.30 0.18 -0.16 0.39
H 4.995 0.269 -2.881 0.35 -0.08 -0.05 0.09
H -3.764 -5.313 -1.049 -0.27 0.11 0.29 0.35
H -5.381 -4.575 -0.866 0.36 0.35 -0.16 0.37
H -4.098 -4.254 0.360 -0.14 -0.14 -0.34 0.34
H -3.440 -0.950 -0.299 0.67 0.24 -0.56 0.44
H -2.044 -2.167 0.004 -0.11 0.17 0.01 0.59
H -5.374 -1.207 -1.334 -0.10 -0.23 -0.24 0.34
H -6.154 -2.759 -1.820 0.28 0.27 -0.07 0.41
H -5.321 -1.758 -3.042 -0.21 0.02 0.33 0.37
O 0.214 -1.593 0.657 -0.17 0.04 -0.99 -0.85
C 0.202 -0.667 1.516 -0.15 1.44 1.64 -0.42
N -0.071 -0.904 2.841 0.08 -1.11 -1.46 0.06
C -0.302 0.331 3.533 -0.06 0.13 0.45 2.80
C 0.280 1.310 2.477 0.41 1.16 0.30 -0.32
O 0.528 2.498 2.733 -0.52 -1.68 -0.58 -0.82
N 0.448 0.651 1.292 -0.05 -0.50 -0.52 -0.01
C -1.795 0.642 3.646 -0.01 0.06 0.01 -0.68
C -2.179 1.920 4.065 -0.31 0.06 -0.05 0.12
C -3.530 2.278 4.089 0.30 -0.22 -0.04 -0.95
C -4.503 1.352 3.700 0.01 -0.05 -0.08 -0.53
C -4.121 0.066 3.306 0.29 0.10 0.01 -0.88
C -2.767 -0.297 3.287 -0.25 0.39 0.00 -0.39
C 0.483 0.381 4.830 -0.10 -0.06 0.46 -0.09
C -0.123 0.574 6.077 0.39 0.02 -0.14 -0.23
C 0.667 0.624 7.233 -0.03 -0.08 -0.27 -0.91
C 2.049 0.446 7.150 -0.09 0.01 -0.15 -0.47
C 2.648 0.217 5.904 -0.32 -0.01 -0.24 -0.77
C 1.862 0.179 4.747 0.25 0.14 0.53 -0.34
H -0.339 -1.831 3.149 0.08 0.38 0.12 0.38
H -1.406 2.635 4.361 -0.30 -0.24 -0.13 0.51
H -3.804 3.284 4.412 -0.03 -0.33 -0.09 0.44
H -5.557 1.635 3.708 0.32 -0.12 0.02 0.44
H -4.866 -0.674 3.010 0.06 0.22 0.17 0.47
H -2.480 -1.309 2.991 -0.13 0.36 0.09 0.45
H -1.207 0.688 6.142 0.39 0.01 0.07 0.43
H 0.182 0.801 8.192 0.20 -0.08 -0.19 0.42
H 2.663 0.484 8.052 -0.21 -0.01 -0.30 0.40
H 3.724 0.069 5.817 -0.29 0.05 0.13 0.39
H 2.330 -0.001 3.775 -0.12 0.08 0.30 0.31
```
Forces are in eV/Å.

Results
multiplicity = 1
Kohn-Sham gap (alpha / beta) = 3.4 / 2.8 eV
total charge = +2
ΔE to the lowest compared entry with this formula, charge and spin = 0.0 kcal/mol